No. 1
# C30H43BBrCaClN7O6

A molecular structure, C30H43BBrCaClN7O6 (ωB97M-V/def2-TZVPD, OMol25).

Results
Calculated total energy = -156207.5424 eV
LUMO energy = 2.27 eV
ΔE to the lowest compared entry with this formula, charge and spin = 44.6 kJ/mol
Total charge = -1
Frontier orbital gap = 8.572 eV
Largest force on an atom = 0.63 eV/Å

Cartesian coordinates (Å):
Ca  1.12318  0.68982  1.83155
C  -1.67214  0.02162  -3.42790
C  -1.46291  0.86923  -2.21368
C  -2.01987  2.10193  -1.95584
C  -1.51296  2.49038  -0.70626
N  -0.71558  1.55290  -0.22582
N  -0.66810  0.56138  -1.16222
B  0.36110  -0.55064  -0.82500
N  0.98979  -1.23005  -2.03968
N  1.43357  -0.41632  -3.03154
C  2.01281  -1.19751  -3.92424
C  1.95673  -2.54688  -3.51377
C  1.30954  -2.51956  -2.29594
C  1.10617  -3.64556  -1.32588
C  2.62316  -0.63033  -5.18291
C  4.12058  -0.95798  -5.20829
C  1.94337  -1.26820  -6.40099
C  2.43271  0.88493  -5.23210
N  -0.19155  -1.56445  0.19353
N  0.50993  -1.71041  1.35572
C  -0.08308  -2.68220  2.04410
C  -1.18308  -3.16928  1.32372
C  -1.22287  -2.42169  0.16319
C  -2.17920  -2.48750  -0.97413
C  0.40667  -3.13074  3.40077
C  -0.53742  -2.56995  4.47489
C  0.38887  -4.66211  3.45286
C  1.82717  -2.63304  3.67450
C  -1.82180  3.77278  0.02842
C  -3.31912  3.81374  0.35950
C  -1.47195  4.95586  -0.88636
C  -1.00945  3.89134  1.31490
H  -2.44226  0.47908  -4.04913
H  -0.75369  -0.06433  -4.00448
H  -2.00090  -0.98289  -3.16800
H  -2.70080  2.64081  -2.59427
H  1.23264  0.04652  -0.23486
H  2.36953  -3.41741  -3.99698
H  1.74827  -4.47535  -1.62212
H  1.37663  -3.34995  -0.31246
H  0.07769  -4.01123  -1.29578
H  4.28740  -2.03618  -5.17811
H  4.58201  -0.56482  -6.11803
H  4.61977  -0.51319  -4.34631
H  2.05837  -2.35356  -6.39269
H  0.87505  -1.04194  -6.40420
H  2.37991  -0.88356  -7.32633
H  2.89783  1.36457  -4.37164
H  2.87946  1.28526  -6.14573
H  1.37356  1.14584  -5.21513
H  -1.87157  -3.94872  1.60517
H  -3.02890  -3.10954  -0.69542
H  -2.54136  -1.49102  -1.22412
H  -1.71554  -2.90679  -1.87381
H  -1.56267  -2.90828  4.30745
H  -0.21902  -2.90017  5.46633
H  -0.52301  -1.48024  4.45596
H  -0.61515  -5.05436  3.28200
H  1.05380  -5.08462  2.69713
H  0.72162  -5.00278  4.43577
H  1.85525  -1.55013  3.79382
H  2.19028  -3.06734  4.60837
H  2.50813  -2.91951  2.87103
H  -3.92385  3.75623  -0.54739
H  -3.59269  2.97262  1.00032
H  -3.56679  4.74143  0.88194
H  -2.04515  4.92126  -1.81425
H  -1.69100  5.90019  -0.38209
H  -0.41090  4.93577  -1.13903
H  -1.24716  3.08687  2.01369
H  0.06022  3.86140  1.11255
H  -1.24008  4.84035  1.80492
O  4.15915  3.09142  0.60046
Cl  3.46496  2.58694  1.73900
O  4.02967  3.09798  2.94695
O  2.03638  2.92572  1.66250
O  3.49041  1.11706  1.74920
Br  -3.17299  0.10928  1.35743
C  -2.61023  1.09973  2.87285
C  -3.55515  1.87562  3.52333
C  -3.14412  2.56462  4.65424
C  -1.84037  2.41903  5.09176
C  -0.97231  1.62554  4.35857
N  -1.34543  0.99737  3.23328
C  0.46537  1.40248  4.86680
O  0.71119  1.80545  5.99362
O  1.22480  0.79644  4.05144
H  -4.56778  1.93017  3.15290
H  -3.84325  3.19442  5.18988
H  -1.45950  2.88895  5.98657

Atoms 1-6, force components in eV/Å:
Ca -0.6 0.2 0.1
C 0.1 0.0 0.1
C 0.1 -0.1 0.0
C -0.1 0.0 0.0
C -0.1 0.1 0.2
N 0.5 -0.1 0.0

Löwdin population analysis, charges in e, atoms 1 to 5: 1.39 -0.01 -0.27 0.01 -0.29


No. 2
# C30H43BIN3O7S2

C30H43BIN3O7S2 in the gas phase (ωB97M-V/def2-TZVPD, OMol25).

Results
Calculated total energy = -81044.6347 eV
LUMO energy = -0.94 eV
Total charge = 0
Frontier orbital gap = 6.551 eV
Largest force on an atom = 7.34 eV/Å

Cartesian coordinates (Å):
C  -0.46130  -4.82673  -4.48789
C  -1.27164  -3.73900  -5.36398
N  -1.28599  -2.36790  -4.76944
C  -2.29786  -1.51261  -5.49183
C  -3.55595  -1.33496  -4.48201
C  0.02836  -1.71176  -4.82835
S  1.32421  -2.21191  -5.78516
S  0.34973  -0.20785  -3.75963
C  1.42369  -0.90329  -2.38743
C  2.19560  0.27791  -1.56601
C  1.20778  1.22003  -0.73720
C  1.03563  0.85671  0.84776
C  1.52010  -0.62852  1.17499
C  3.01974  -0.86459  1.62281
O  4.05505  -0.27042  1.30397
I  3.32992  -2.57531  3.00545
C  -0.57792  0.86424  1.12197
C  -1.23521  0.93594  2.57280
C  -1.23451  -0.30821  3.53689
O  -2.30769  -0.59513  4.16246
C  -1.50195  -0.06502  0.17947
O  -2.21052  -1.13416  0.79777
C  -1.62105  -2.41164  0.68074
C  -1.45434  -3.23921  2.01417
C  -0.82409  -4.68066  1.99746
C  -0.33374  -5.37382  0.69306
C  -0.54062  -4.58264  -0.63294
C  -1.16826  -3.15038  -0.59964
C  -0.66329  2.50477  0.87900
C  -1.99575  3.27450  0.37176
C  -2.72732  3.84894  1.71799
O  -3.03827  5.25563  1.60821
N  0.49767  3.08236  1.24051
B  0.62395  4.60976  1.12799
C  0.78834  5.14889  -0.42021
O  0.64957  5.49046  2.25657
C  1.61953  2.12204  1.67302
N  1.57217  2.22352  3.12417
C  2.29164  1.46244  3.88918
C  1.49190  0.65154  5.06171
C  3.86046  1.24996  4.04383
C  3.03570  2.78762  1.27977
O  3.76798  2.52540  0.27531
O  3.59660  3.72968  2.16641
H  -1.14608  -5.11981  -3.61840
H  -0.36189  -5.76986  -5.14511
H  0.58132  -4.48904  -4.17395
H  -2.36837  -4.10204  -5.36898
H  -0.94430  -3.75098  -6.47379
H  -2.66203  -2.09871  -6.40519
H  -1.87117  -0.51863  -5.85918
H  -4.11327  -0.35287  -4.66263
H  -3.20083  -1.41395  -3.38527
H  -4.23832  -2.24886  -4.67447
H  0.77589  -1.56475  -1.72191
H  2.26545  -1.48911  -2.91548
H  3.07592  -0.17037  -1.01100
H  2.65226  0.93869  -2.40224
H  1.59377  2.29725  -0.90800
H  0.22055  1.21050  -1.32465
H  0.88255  -1.02641  2.05763
H  1.29540  -1.39942  0.33786
H  -0.92718  1.85590  3.20917
H  -2.36002  1.15540  2.36471
H  -0.34376  -0.99572  3.79895
H  -0.82176  -0.52283  -0.64174
H  -2.27540  0.54213  -0.43410
H  -1.77637  -2.86396  3.03761
H  -0.69897  -5.26464  2.97619
H  0.13079  -6.41082  0.69707
H  -0.21913  -5.03622  -1.62856
H  -1.27289  -2.62386  -1.61074
H  -1.77826  4.09085  -0.39341
H  -2.76098  2.57516  -0.10008
H  -3.64514  3.20421  2.00788
H  -1.98310  3.74878  2.60297
H  -3.42460  5.52113  2.47711
H  0.54718  6.25869  -0.53278
H  0.15154  4.55592  -1.16361
H  1.88745  4.99599  -0.76027
H  1.45594  6.05101  2.09776
H  2.05427  0.76352  6.06583
H  0.44523  1.09035  5.24049
H  1.47693  -0.47373  4.83854
H  4.02122  0.12454  4.27479
H  4.49569  1.48040  3.13197
H  4.20638  1.81953  4.98357

Atoms 1-6, force components in eV/Å:
C -0.9 -0.1 -0.8
C -0.4 -1.4 -0.2
N 2.3 0.8 -1.5
C -1.5 0.3 0.8
C 0.2 -0.6 -0.3
C 0.9 -1.0 -0.5

Löwdin population analysis, charges in e, atoms 1 to 5: -0.11 -0.29 -0.23 -0.23 -0.09


No. 3
# C30H43BNO20

5 unconnected molecules or ions with the total composition C30H43BNO20 (ωB97M-V/def2-TZVPD, OMol25).

Results
Calculated total energy = -74930.0595 eV
LUMO energy = 1.89 eV
Total charge = -1
Frontier orbital gap = 7.905 eV
Largest force on an atom = 3.24 eV/Å

Cartesian coordinates (Å):
C  3.29888  -1.51413  1.87646
C  2.17017  -2.15931  1.11927
C  2.38638  -3.25136  0.25867
C  1.31885  -3.83749  -0.43667
C  0.00032  -3.36774  -0.30204
C  -1.12849  -4.01368  -1.07146
C  -1.22971  -5.50149  -0.70327
C  -0.90663  -3.83235  -2.57484
C  -0.19768  -2.26176  0.53801
O  -1.43441  -1.66591  0.62279
C  -1.66387  -0.75309  -0.47131
N  -1.50940  0.60718  -0.07372
C  -2.74020  1.38195  0.05479
C  -3.14305  1.51032  1.53239
C  -4.00767  0.33239  2.01235
C  -3.60953  -0.05532  3.42243
O  -4.43100  -1.05489  4.06143
C  -4.49556  -2.24541  3.42538
O  -4.11916  -3.25375  3.92140
C  -0.44474  1.23910  -0.83605
O  -0.22479  2.55558  -0.31771
B  0.99036  2.79385  0.26044
O  1.73207  3.82974  -0.24301
O  1.50433  2.01995  1.30852
C  -0.67666  1.35243  -2.37152
O  -1.80223  1.70276  -2.73609
O  0.35325  1.04783  -3.05132
C  0.86235  -1.67372  1.24724
H  3.59225  -0.56826  1.42134
H  4.16314  -2.17086  1.94348
H  2.97961  -1.28272  2.89314
H  3.38848  -3.63926  0.12056
H  1.52257  -4.67184  -1.09484
H  -2.08518  -3.56150  -0.81718
H  -2.11181  -5.95404  -1.15174
H  -0.34712  -6.02772  -1.07053
H  -1.24239  -5.62535  0.37849
H  -1.26320  -2.85899  -2.91188
H  0.13906  -3.94128  -2.84250
H  -1.46721  -4.57915  -3.14297
H  -2.66715  -0.96500  -0.84078
H  -0.95814  -0.99830  -1.26842
H  -2.62640  2.35695  -0.40288
H  -3.55181  0.88386  -0.48067
H  -3.68509  2.44549  1.66863
H  -2.21555  1.50877  2.10572
H  -5.05833  0.62711  1.99944
H  -3.87640  -0.50853  1.33144
H  -2.57228  -0.39413  3.41287
H  -3.68976  0.82587  4.05556
H  -4.99762  -2.21680  2.45235
H  0.45559  0.63575  -0.70587
H  2.46590  4.03965  0.34365
H  0.92208  2.06622  2.07198
H  0.65526  -0.81832  1.87753
C  -6.46826  -1.28060  6.77588
C  -6.20723  -2.46938  7.68111
O  -7.46562  -2.61884  8.35281
C  -8.43220  -2.06635  7.58386
O  -9.59835  -2.17261  7.78446
O  -7.88306  -1.37787  6.55932
H  -5.92694  -1.33034  5.83800
H  -6.25552  -0.32979  7.26794
H  -5.99730  -3.37968  7.11829
H  -5.41588  -2.30356  8.40620
C  1.75094  3.53961  -3.48980
C  1.20887  3.84759  -4.86852
O  2.24647  4.67808  -5.43435
C  3.39413  4.41166  -4.78873
O  4.46992  4.81904  -5.11837
O  3.17988  3.63088  -3.72001
H  1.46878  2.55374  -3.12814
H  1.47687  4.28777  -2.74739
H  1.10566  2.95319  -5.48311
H  0.26686  4.38625  -4.85696
C  1.86461  -0.73631  -2.98944
C  3.14394  -0.49376  -3.76621
O  3.87837  -1.70842  -3.54021
C  2.99579  -2.68661  -3.23125
O  3.27402  -3.84338  -3.14952
O  1.77186  -2.17420  -3.03874
H  0.97848  -0.28349  -3.42151
H  1.93194  -0.42592  -1.94818
H  2.97039  -0.39014  -4.83878
H  3.71678  0.35637  -3.40679
C  7.35267  4.72800  -2.71468
C  6.02264  4.97135  -2.03237
O  6.29915  4.56308  -0.68277
C  7.62831  4.65709  -0.46752
O  8.15568  4.55380  0.59307
O  8.28035  4.88786  -1.63012
H  7.57461  5.43823  -3.50485
H  7.43799  3.71352  -3.10520
H  5.74543  6.02653  -2.02561
H  5.20902  4.38713  -2.45082

Atoms 1-6, force components in eV/Å:
C -0.2 0.0 0.1
C -0.5 -0.4 -0.4
C -0.7 0.2 0.0
C 0.0 0.5 0.7
C 0.5 0.4 0.4
C 0.1 -0.4 -0.2

Löwdin population analysis, charges in e, atoms 1 to 5: -0.05 -0.26 -0.03 -0.02 -0.14


No. 4
# C30H43BrN2NiP2S

A molecular structure, C30H43BrN2NiP2S (ωB97M-V/def2-TZVPD, OMol25).

Results
Calculated total energy = -175266.7687 eV
LUMO energy (alpha / beta) = -6.41 / -8.51 eV
Multiplicity = 3
ΔE to the lowest compared entry with this formula, charge and spin = 218.8 kJ/mol
Total charge = +2
Frontier orbital gap (alpha / beta) = 6.515 / 4.378 eV
Largest force on an atom = 4.10 eV/Å

Cartesian coordinates (Å):
C  3.66397  -4.95392  -0.44279
C  2.61268  -4.28402  -1.06492
C  1.92495  -4.92058  -2.10685
C  2.48638  -6.06586  -2.67813
N  3.57877  -6.62704  -2.15927
C  4.13250  -6.12302  -1.05472
C  2.23874  -2.92901  -0.78675
C  2.01539  -1.86292  -1.50948
C  1.71378  -0.52393  -1.80049
C  0.65683  -0.12089  -0.89405
C  0.70956  1.19679  -0.37463
C  1.43556  2.20225  -1.06837
C  2.18095  1.82119  -2.20332
C  2.30468  0.48909  -2.61967
Ni  1.40910  -1.78444  0.23374
P  -1.20667  0.03835  2.49761
H  1.04514  -4.48320  -2.54049
H  4.14459  -4.57978  0.44346
H  2.03848  -6.50989  -3.57362
H  5.00160  -6.65735  -0.65872
H  2.91338  0.21732  -3.48746
H  -0.26471  -0.74408  -0.83849
H  2.69682  2.59980  -2.75915
H  0.12092  1.38836  0.50738
C  -1.13600  1.83093  2.90540
C  -2.42255  2.57253  3.23602
H  -0.67211  2.30337  2.02865
H  -0.40846  1.93912  3.72197
H  -2.19316  3.63968  3.34548
H  -3.16601  2.48793  2.43851
H  -2.87660  2.24145  4.17545
C  -2.96115  -0.41011  2.15462
C  -3.03919  -1.90879  1.83157
H  -3.32550  0.19593  1.31042
H  -3.57117  -0.15753  3.03190
H  -3.99262  -2.14397  1.33648
H  -2.21588  -2.21830  1.17271
H  -2.98472  -2.51769  2.74571
C  -1.02190  -0.78450  4.13514
C  -2.03302  -0.40882  5.21517
H  0.00275  -0.57585  4.46975
H  -1.05774  -1.86705  3.94558
H  -1.78239  -0.95021  6.13485
H  -2.00613  0.65918  5.45613
H  -3.06066  -0.69069  4.95389
Br  1.57782  3.86446  -0.27334
P  -1.90254  1.14673  -3.07934
C  -2.44970  1.29083  -1.35747
C  -3.70032  2.18426  -1.26633
H  -1.62554  1.74032  -0.79092
H  -2.63826  0.27742  -0.95813
H  -4.18122  2.07985  -0.28962
H  -3.45084  3.24408  -1.41504
H  -4.44506  1.89493  -2.01629
C  -0.95474  2.68886  -3.40461
C  -1.16384  3.34704  -4.77841
H  0.10445  2.46113  -3.25898
H  -1.24559  3.40348  -2.62387
H  -0.60707  4.29399  -4.81968
H  -0.81037  2.72180  -5.60886
H  -2.21644  3.59887  -4.95642
C  -0.92834  -0.25869  -3.66469
C  -1.35488  -0.64315  -5.09547
H  -1.09682  -1.10099  -2.97669
H  0.13315  0.00818  -3.62545
H  -0.72979  -1.45423  -5.47969
H  -2.39024  -0.99976  -5.11383
H  -1.27453  0.20550  -5.78791
S  2.00512  -1.74901  2.32517
C  2.57115  -0.16235  2.71723
N  3.08708  0.57951  1.68383
C  3.30992  1.92348  1.77042
C  2.90342  2.60508  2.89126
C  2.64075  1.86924  4.05642
C  2.50843  0.47324  3.96862
H  3.21651  0.11933  0.78249
H  3.80414  2.37520  0.91607
H  2.80921  3.69222  2.86094
H  2.54293  2.38234  5.00898
H  2.32286  -0.12303  4.85341

Atoms 1-6, force components in eV/Å:
C 0.1 -0.2 -0.5
C 0.0 -1.3 0.1
C 0.8 -0.3 -0.5
C -0.1 0.4 0.9
N 0.2 -0.3 -0.1
C -0.5 0.1 -0.2

Löwdin population analysis, charges in e, atoms 1 to 5: 0.01 -0.23 -0.01 -0.11 0.07


Q: largest force on an atom of number 4 (C30H43BrN2NiP2S)?
A: 4.10 eV/Å


Q: Among the records above, which one has the highest total charge?
A: C30H43BrN2NiP2S


Q: The highest calculated total energy belongs to which entry?
A: C30H43BNO20